1.
DFT (ωB97M-V/def2-TZVPD) results for a molecular structure, C21H37LaN9O2 at a distorted geometry.

Calculated values
- Energy: -40718.548 eV
- Orbital gap: 6.45 eV
- ΔE to the lowest compared entry with this formula, charge and spin: 201.7 kJ/mol
- Charge: +3
- LUMO energy: -7.957 eV

The geometry in XYZ format:
```
70
Properties=species:S:1:pos:R:3:mulliken_charge:R:1
La 0.4399 -0.6341 0.5772 1.16
C -3.1611 -4.4886 1.6481 -0.64
C -2.1358 -1.8991 1.3362 0.76
N -0.6361 -2.9369 0.3789 1.00
C 0.1315 -4.1295 0.6649 -0.72
C 1.5307 -4.0491 -0.0092 -0.91
N 2.0094 -2.6550 -0.2147 -0.14
C 3.4039 -2.3817 0.2235 -0.88
C 3.4850 -1.3100 1.3230 -0.63
N 2.8785 -0.0346 0.8702 -0.25
C 2.9762 1.0444 1.8832 -0.85
C 2.0175 2.2014 1.5361 -0.62
N 0.6623 1.6773 1.5141 -0.02
C -0.3876 2.3825 1.7843 0.66
C -0.3669 3.8521 2.0040 -1.66
C -1.6684 1.6211 1.8122 0.57
C -2.9033 2.0926 2.2273 -0.63
C -4.0051 1.2223 2.2093 -0.92
C -3.8556 -0.0929 1.8422 -0.70
C -2.5689 -0.5450 1.4708 -0.17
N -1.5399 0.3434 1.3980 -0.09
H -2.2915 -4.5789 2.3007 0.29
H -3.6482 -5.4545 1.5450 0.34
H -3.8656 -3.7749 2.0742 0.24
H -0.4088 -5.0016 0.2855 0.39
H 0.2432 -4.2290 1.7518 0.39
H 1.4789 -4.5661 -0.9720 0.34
H 2.2342 -4.5951 0.6225 0.38
H 1.9968 -2.5109 -1.2248 0.28
H 3.9957 -2.0451 -0.6348 0.40
H 3.8694 -3.2924 0.6104 0.36
H 4.5424 -1.1701 1.5838 0.50
H 2.9484 -1.6492 2.2210 0.38
H 3.4348 0.2821 0.0680 0.27
H 4.0012 1.4231 1.9709 0.44
H 2.6873 0.6308 2.8556 0.34
H 2.2710 2.6038 0.5443 0.32
H 2.1485 3.0058 2.2681 0.45
H 0.0980 4.3288 1.1401 0.41
H 0.2450 4.1195 2.8661 0.39
H -1.3533 4.2812 2.1394 0.37
H -3.0464 3.1024 2.5697 0.35
H -4.9712 1.5872 2.5239 0.49
H -4.6798 -0.7880 1.8852 0.61
N -1.4909 -1.1516 -1.4346 -0.40
C -2.3872 -2.3199 -1.2404 -0.39
C -3.8657 -1.9583 -1.4072 -0.78
C -4.3163 -1.5221 -2.8079 -0.66
C -4.5441 -2.6602 -3.8206 -1.27
N -3.4244 -2.8783 -4.7279 -0.10
C -3.3239 -2.4288 -5.9818 0.81
N -4.1451 -1.4961 -6.4460 -0.34
N -2.3309 -2.8618 -6.7583 -0.39
C -2.1396 -2.9016 0.1880 0.08
O -2.8008 -4.0921 0.3175 -0.50
O -0.7259 -2.0534 1.4936 -0.86
H -2.0513 -0.3106 -1.2636 0.36
H -1.2171 -1.1141 -2.4160 0.29
H -2.0931 -3.1123 -1.9375 0.63
H -4.0848 -1.1385 -0.7187 0.22
H -4.4652 -2.8128 -1.0956 0.49
H -3.6284 -0.7871 -3.2315 0.42
H -5.2725 -1.0187 -2.6725 0.37
H -5.4350 -2.4467 -4.4116 0.55
H -4.7359 -3.5937 -3.2907 0.39
H -2.7695 -3.5887 -4.4401 0.24
H -4.9144 -1.1492 -5.8984 0.19
H -4.1049 -1.1998 -7.4091 0.22
H -1.7388 -3.6356 -6.5048 0.20
H -2.2471 -2.5469 -7.7146 0.22
```


2.
DFT (ωB97M-V/def2-TZVPD) results for a molecular structure, C25H33BBr45F3NO5 at a distorted geometry.

Calculated values
- Energy: -3198918.258 eV
- Orbital gap: 8.16 eV
- Charge: +1
- LUMO energy: -2.892 eV

The geometry in XYZ format:
```
113
Properties=species:S:1:pos:R:3:mulliken_charge:R:1
C -2.1256 -8.6910 -0.5189 -0.62
C -2.8927 -7.8016 0.4439 0.22
O -3.9112 -8.2018 0.9580 -0.61
O -2.4446 -6.5172 0.7793 -0.12
C -2.6052 -5.6070 -0.3154 -1.24
C -1.6004 -4.4635 -0.2440 -0.38
C -0.1069 -4.8263 -0.4570 0.12
C 0.1855 -6.2495 -0.9118 -0.94
O -0.3417 -6.5847 -2.1717 -0.28
C -0.0050 -5.6741 -3.1941 -0.98
C -0.0444 -4.1873 -2.7848 0.69
C 0.6850 -3.3999 -3.8884 0.37
F 2.0124 -3.5008 -3.7547 -0.27
F 0.4024 -3.9551 -5.0766 -0.30
F 0.3042 -2.1279 -3.9752 -0.21
N 0.5785 -3.9197 -1.4666 0.75
C 0.5143 -2.4932 -1.0312 -0.97
B 1.9371 -1.7453 -1.0504 0.17
O 3.1338 -2.4202 -1.1304 -0.40
O 1.9144 -0.3801 -0.9332 -0.40
H -2.2346 -8.3933 -1.5588 0.35
H -2.5414 -9.6905 -0.4231 0.35
H -1.0859 -8.7612 -0.2034 0.25
H -3.5904 -5.1495 -0.1682 0.54
H -2.6600 -6.1099 -1.2815 0.45
H -1.6756 -4.0721 0.7727 0.37
H -1.9346 -3.6477 -0.8887 0.30
H 0.4437 -4.6777 0.4729 0.78
H 1.2881 -6.3491 -0.9549 0.63
H -0.1278 -6.9520 -0.1507 -0.19
H -0.7611 -5.7936 -3.9681 0.34
H 0.9444 -5.9471 -3.6717 0.43
H -1.0688 -3.8190 -2.8196 -0.27
H 1.5389 -4.2779 -1.5230 0.69
H -0.2013 -1.9214 -1.6155 0.58
H 0.1601 -2.3962 0.0250 0.04
H 3.3453 -2.8630 -0.2972 0.32
H 1.7464 0.0834 -1.7630 0.26
C 3.7632 2.0708 1.0364 0.07
Br 5.6698 2.2753 1.2137 -0.02
Br 2.9703 1.3813 2.6548 -0.05
Br 2.9006 3.6970 0.4649 0.03
H 3.5932 1.3344 0.2639 -0.02
C -3.0210 -0.6416 1.2518 -0.48
Br -3.8102 -1.8826 2.4898 0.01
Br -1.1362 -0.9927 0.9923 0.12
Br -3.9498 -0.6208 -0.4327 0.00
H -3.1056 0.3446 1.6869 0.43
C 2.6363 7.7971 0.2903 0.38
Br 1.1251 6.7628 -0.3207 -0.07
Br 2.5716 9.6099 -0.3530 -0.01
Br 2.8206 7.7244 2.2058 0.02
H 3.5204 7.3447 -0.1315 -0.37
C 5.1031 12.4318 2.1006 -0.31
Br 4.9381 10.9057 3.2650 -0.04
Br 6.1713 12.0377 0.5490 0.02
Br 3.3789 13.1538 1.6250 0.00
H 5.6227 13.2004 2.6542 0.36
C 7.3279 5.4610 -1.2295 -0.29
Br 5.7058 5.8667 -0.2717 0.07
Br 7.1393 3.8810 -2.3187 -0.05
Br 7.9428 6.9653 -2.2552 -0.03
H 8.0856 5.2481 -0.4878 0.34
C 3.9944 -4.3859 -6.5505 0.39
Br 3.8569 -6.2761 -6.1776 -0.03
Br 5.5782 -3.6136 -5.7669 -0.01
Br 3.8807 -4.0231 -8.4365 -0.01
H 3.1453 -3.9094 -6.0842 -0.36
C 0.1905 15.4764 2.3381 0.18
Br -1.3149 14.4487 1.7200 0.02
Br 0.1408 17.2870 1.6838 -0.02
Br 0.3521 15.4108 4.2558 0.00
H 1.0785 15.0162 1.9298 -0.23
C 1.0651 -8.8088 3.3210 -0.33
Br 0.5371 -10.2448 4.4877 -0.03
Br 2.2977 -9.4029 1.9627 -0.06
Br -0.4584 -7.9154 2.5420 0.05
H 1.5831 -8.0793 3.9265 0.40
C 9.6839 9.2000 1.1693 -0.33
Br 10.5968 7.8401 0.1514 -0.05
Br 10.0577 10.9636 0.4905 -0.04
Br 7.7881 8.8635 1.2794 0.05
H 10.0723 9.1580 2.1764 0.38
C -3.8993 -10.9537 3.9211 -0.35
Br -5.5954 -10.3117 4.5634 -0.01
Br -4.0761 -12.5878 2.9142 -0.07
Br -2.9674 -9.5901 2.9182 0.20
H -3.2971 -11.1809 4.7895 0.32
C -1.1923 9.6261 2.4008 0.68
Br -1.2077 7.7397 2.7981 -0.02
Br 0.4254 10.4755 3.0086 0.03
Br -1.5198 9.9672 0.5330 0.00
H -2.0119 10.0705 2.9520 -0.62
C -3.3785 -1.4300 -4.8767 -0.34
Br -3.5869 -2.9576 -3.7023 -0.03
Br -2.2535 -1.8398 -6.3839 -0.03
Br -5.0833 -0.7319 -5.4195 0.03
H -2.8808 -0.6580 -4.3068 0.38
C -8.9422 -1.6247 -5.3453 -0.30
Br -8.0265 -3.0228 -6.3063 0.01
Br -8.5078 0.1264 -6.0346 -0.04
Br -10.8434 -1.9164 -5.3094 -0.03
H -8.5947 -1.6587 -4.3228 0.34
C -5.6359 9.7577 3.5241 -0.35
Br -5.6304 7.8727 3.9198 -0.01
Br -4.0283 10.6188 4.1511 -0.04
Br -5.9357 10.0959 1.6528 0.00
H -6.4616 10.1960 4.0658 0.36
C -4.7661 -6.9054 7.5229 -0.37
Br -5.2609 -8.3197 8.7320 -0.01
Br -3.5557 -7.5295 6.1590 0.08
Br -6.3114 -6.0452 6.7578 -0.01
H -4.2397 -6.1602 8.1012 0.33
```


3.
DFT (ωB97M-V/def2-TZVPD) results for a molecular structure, C39H56Br36FINO4 at a distorted geometry.

Calculated values
- Energy: -2583348.693 eV
- Orbital gap: 5.91 eV
- Charge: +1
- LUMO energy: -5.183 eV

The geometry in XYZ format:
```
138
Properties=species:S:1:pos:R:3:mulliken_charge:R:1
C 3.5089 2.5084 3.2465 -0.47
C 4.1870 3.1137 1.8703 -0.14
C 3.5211 2.4773 0.4819 -0.43
C 3.7643 3.5024 -0.8155 -0.50
C 2.4607 3.2295 -1.8193 -0.24
C 2.7501 3.6205 -3.3871 -0.37
C 1.3310 3.6322 -4.2649 -0.68
C 0.5436 2.1873 -4.2192 -0.05
C -1.1194 2.3495 -4.1783 -0.64
C -1.7939 0.8701 -3.9660 -0.64
C -3.1944 0.8649 -3.1136 -0.08
C -2.9817 0.5602 -1.4942 -0.50
C -3.7903 -0.8320 -1.0413 -0.43
C -3.8399 -0.9848 0.6197 -0.48
C -3.0130 -2.3636 0.9700 -0.41
C -2.8532 -2.6817 2.5705 -0.64
C -1.5114 -2.0560 3.2746 0.25
C -1.6342 -1.0413 4.5981 -0.54
N -0.4184 -0.4320 5.3026 0.32
C -0.5868 0.4604 6.5459 -0.41
C -0.0818 -0.4984 7.8192 0.57
O -0.8829 -1.5213 8.2093 -0.45
F 1.2288 -0.2462 8.4882 -0.24
C 1.0202 -0.6758 4.8139 -0.18
C 1.3285 -1.6607 3.5129 -0.70
I 3.4109 -1.9394 2.9013 0.35
C 0.0194 -2.3706 2.7627 0.96
C 0.3127 -3.4058 1.4825 0.10
O 0.7252 -3.0034 0.2738 -0.48
O 0.0916 -4.8542 1.8071 -0.34
C 1.3400 -5.2852 2.4565 0.21
C 1.1909 -6.7242 3.2893 -0.79
C 2.6569 -6.9065 4.0732 -0.11
O 3.4280 -7.8593 3.2084 -0.52
H 2.5519 3.1416 3.5760 0.21
H 4.2324 2.4629 4.1660 0.23
H 3.1073 1.4019 3.0729 -0.07
H 4.0005 4.2838 1.7901 0.27
H 5.3673 2.9838 1.8425 -0.01
H 2.3535 2.2860 0.6099 0.25
H 3.9987 1.4138 0.3087 0.14
H 4.7234 3.1640 -1.3988 0.23
H 3.8122 4.6141 -0.4399 0.35
H 1.5035 3.8596 -1.4860 0.16
H 2.2683 2.0618 -1.7566 0.04
H 3.5405 2.9141 -3.9204 0.03
H 3.2468 4.7015 -3.3760 0.30
H 1.6453 3.9473 -5.3603 0.33
H 0.6933 4.5370 -3.8383 0.30
H 0.8602 1.5832 -5.1966 0.17
H 0.8304 1.5144 -3.3014 0.03
H -1.4140 2.7416 -5.2523 0.23
H -1.4815 3.1530 -3.4053 0.35
H -0.9725 0.1615 -3.4702 0.27
H -2.0192 0.4279 -5.0259 0.31
H -3.9180 0.0850 -3.6110 0.27
H -3.7134 1.9194 -3.1721 -0.04
H -1.8258 0.4044 -1.2501 0.13
H -3.3569 1.4834 -0.8423 0.31
H -3.1851 -1.7103 -1.5405 0.27
H -4.8816 -0.8742 -1.4923 0.10
H -3.4476 -0.0286 1.1692 0.30
H -4.9875 -1.0935 0.9263 0.28
H -3.6623 -3.2580 0.5187 0.24
H -2.0138 -2.3499 0.3611 0.23
H -2.8274 -3.8465 2.7529 0.35
H -3.7855 -2.1843 3.1202 0.34
H -2.7347 -0.8300 4.9808 0.29
H -1.7030 0.8049 6.6983 0.34
H 0.1185 1.4039 6.4240 0.24
H 1.8878 -0.1469 5.4384 0.42
H 1.7577 -4.5080 3.2576 0.00
H 2.2379 -5.4532 1.6992 0.10
H 0.9933 -7.6215 2.5272 0.32
H 0.3517 -6.6772 4.1241 0.28
H 2.5395 -7.2838 5.1774 0.30
H 3.2818 -5.8907 4.0207 0.13
H 3.1645 -7.5580 2.2725 0.33
C 3.7183 -3.4040 -1.8222 -0.10
Br 3.6926 -4.2401 -3.5786 0.05
Br 5.0893 -4.1715 -0.6753 -0.07
Br 3.8763 -1.4690 -1.9440 0.14
H 2.7524 -3.6170 -1.3525 0.06
C -6.9330 2.5759 -4.4807 -0.25
Br -6.8704 1.1432 -3.1662 0.08
Br -6.1762 4.2282 -3.7871 -0.04
Br -6.1078 2.0517 -6.1625 -0.01
H -7.9898 2.7715 -4.6904 0.22
C 8.8830 3.8123 2.2707 -0.37
Br 8.3280 4.7455 0.6565 -0.01
Br 7.5412 3.9327 3.6739 -0.05
Br 9.3845 1.9688 1.9048 -0.01
H 9.7796 4.3201 2.6412 0.39
C 5.7300 -1.3898 -6.1258 0.11
Br 6.0368 -1.0710 -8.0202 0.04
Br 7.2813 -2.1883 -5.2656 -0.01
Br 5.1417 0.2206 -5.2068 -0.01
H 4.9140 -2.1163 -6.0518 -0.13
C 7.1998 -1.3606 5.5915 -0.32
Br 7.1741 -2.1967 3.8352 -0.04
Br 8.5708 -2.1281 6.7385 -0.02
Br 7.3578 0.5744 5.4698 0.07
H 6.2339 -1.5736 6.0612 0.31
C 4.5497 -1.1514 -12.3959 -0.31
Br 3.6081 0.1128 -11.2559 -0.01
Br 6.0646 -0.3260 -13.2949 -0.03
Br 5.0703 -2.7540 -11.4239 -0.06
H 3.8470 -1.4641 -13.1752 0.38
C -10.2552 -1.0840 -2.9926 -0.20
Br -9.9484 -0.7653 -4.8869 -0.02
Br -8.7039 -1.8826 -2.1324 -0.04
Br -10.8435 0.5264 -2.0736 0.12
H -11.0712 -1.8105 -2.9186 0.17
C 1.2506 4.2391 8.6585 0.46
Br 1.6048 4.7155 6.8059 0.00
Br -0.4314 4.9857 9.2889 0.00
Br 1.3403 2.3166 8.9412 0.05
H 2.0461 4.6885 9.2619 -0.44
C 5.0007 5.6020 10.4262 -0.38
Br 5.3549 6.0785 8.5736 0.02
Br 3.3187 6.3487 11.0566 -0.02
Br 5.0904 3.6796 10.7089 0.01
H 5.7962 6.0514 11.0297 0.37
C -13.6715 -2.1811 -0.7717 -0.33
Br -13.7493 -1.3972 -2.5505 -0.01
Br -12.8039 -3.9221 -0.7854 -0.02
Br -12.8528 -0.9744 0.5158 -0.02
H -14.7050 -2.3413 -0.4474 0.37
C 2.1741 -3.8825 -7.6646 -0.35
Br 2.4810 -3.5638 -9.5590 0.05
Br 3.7254 -4.6810 -6.8044 -0.10
Br 1.5858 -2.2721 -6.7457 0.00
H 1.3582 -4.6090 -7.5907 0.37
C -13.0718 3.3187 -4.1146 -0.37
Br -11.2233 3.8215 -3.7760 -0.01
Br -13.1985 1.7885 -5.3090 -0.02
Br -14.0578 3.0311 -2.4627 -0.01
H -13.5444 4.1636 -4.6262 0.38
```


4.
DFT (ωB97M-V/def2-TZVPD) results for 2 unconnected molecules or ions with the total composition C3H4BrNO at a distorted geometry.

Calculated values
- Energy: -76752.909 eV
- Orbital gap: 10.32 eV
- ΔE to the lowest compared entry with this formula, charge and spin: 251.9 kJ/mol
- LUMO energy: 0.688 eV
- SMILES: C=C=O.C=NBr

The geometry in XYZ format:
```
10
Properties=species:S:1:pos:R:3:nbo_charge:R:1
C -1.2427 0.1138 0.8660 0.72
C -1.4741 1.2778 0.4133 -0.78
C 0.9666 -0.8715 -0.9485 -0.09
N 2.0738 -0.2855 -0.7652 -0.46
O -0.9897 -0.9526 1.2247 -0.47
Br 3.1452 -0.7309 0.6691 0.17
H -1.6486 2.0930 1.1087 0.27
H -1.6004 1.3629 -0.6897 0.27
H 0.3196 -0.4855 -1.7230 0.19
H 0.4503 -1.5215 -0.1554 0.19
```


5.
DFT (ωB97M-V/def2-TZVPD) results for a gas-phase ion, C5H8N (charge +1) at a distorted geometry.

Calculated values
- Energy: -6792.036 eV
- Orbital gap: 8.93 eV
- ΔE to the lowest compared entry with this formula, charge and spin: 584.0 kJ/mol
- Charge: +1
- LUMO energy: -3.945 eV
- SMILES: C=C=C1C[C@@H]1[NH3+]

The geometry in XYZ format:
```
14
Properties=species:S:1:pos:R:3:nbo_charge:R:1
C 1.7368 -0.9736 -0.0448 0.14
C 0.4900 -0.6843 -0.3154 -0.21
C 2.7906 -0.2045 0.0806 -0.39
C 0.2641 0.8212 -0.1881 -0.35
C -0.8265 -0.1769 -0.6525 -0.10
N -1.8674 -0.7381 0.2230 -0.69
H 3.3711 0.0921 1.0411 0.25
H 3.4893 -0.1299 -0.7401 0.24
H 0.1988 1.0370 0.8551 0.21
H 0.6440 1.6166 -0.8467 0.26
H -0.9725 -0.1680 -1.7221 0.27
H -1.9386 -1.7416 0.4173 0.46
H -2.8786 -0.4399 -0.1425 0.47
H -1.5481 -0.2647 1.1128 0.46
```


6.
DFT (ωB97M-V/def2-TZVPD) results for 2 unconnected molecules or ions with the total composition C7H7NOS at a distorted geometry.

Calculated values
- Energy: -21738.274 eV
- Orbital gap: 9.12 eV
- ΔE to the lowest compared entry with this formula, charge and spin: 579.7 kJ/mol
- LUMO energy: 0.502 eV

The geometry in XYZ format:
```
17
Properties=species:S:1:pos:R:3:nbo_charge:R:1
C -2.3562 -1.1302 -1.0453 -0.19
C -1.4218 -0.3528 -1.2429 -0.09
C 0.4711 1.3830 2.5598 -0.25
C 0.2956 1.6944 1.1667 -0.35
C 0.8675 0.0850 2.7584 -0.43
C 0.4218 0.5673 0.3957 -0.25
C -0.2560 0.3938 -1.5902 0.12
N 0.8949 -1.5316 -2.4056 -0.53
O 0.7124 -0.1696 -2.3722 -0.35
S 0.9494 -0.7842 1.2729 0.42
H -3.2059 -1.8558 -1.0167 0.26
H 0.4265 2.1543 3.2844 0.22
H 0.2507 2.6310 0.6942 0.22
H 0.9322 -0.5187 3.6503 0.24
H -0.1598 1.5372 -1.6421 0.26
H 0.1302 -2.0639 -2.9509 0.35
H 1.0474 -2.0393 -1.5163 0.36
```


Q: The highest orbital gap belongs to which entry?
A: C3H4BrNO


Q: The lowest energy belongs to which entry?
A: C25H33BBr45F3NO5